(1)
Computed, not measured: a 2-piece molecular cluster, H3OPS2 overall in a non-equilibrium geometry, with ωB97M-V/def2-TZVPD.

```
7
Properties=species:S:1:pos:R:3:mulliken_spin:R:1
O 0.530 0.111 0.168 0.110
P 0.944 1.026 1.369 0.892
S -2.337 -0.497 1.088 0.592
S -0.982 -0.589 -0.270 0.402
H 1.455 -0.707 -2.126 0.000
H -0.389 1.426 1.617 0.003
H 0.779 -0.769 -1.846 0.002
```

Calculated values
largest force on an atom	3.09	eV/Å
Kohn-Sham gap (spin up / spin down)	7.79 / 8.10	eV
spin multiplicity	3
energy relative to the best compared isomer or geometry (same formula, charge and spin)	25.8	kcal per mole
HOMO level (spin up / spin down)	-7.78 / -10.27	eV
electronic energy	-33052.1754	eV

***

(2)
Computed, not measured: a single H3P3 molecule in a non-equilibrium geometry, with ωB97M-V/def2-TZVPD.

```
6
Properties=species:S:1:pos:R:3:lowdin_charge:R:1
P 1.376 1.304 -0.466 0.249
P -0.075 0.384 0.684 0.034
P -0.552 -1.147 -0.695 0.299
H 1.873 2.211 0.576 -0.219
H -1.844 -0.784 -0.602 -0.221
H -0.778 -1.968 0.503 -0.142
```

Calculated values
largest force on an atom	2.64	eV/Å
Kohn-Sham gap	7.99	eV
energy relative to the best compared isomer or geometry (same formula, charge and spin)	13.1	kcal per mole
HOMO level	-9.01	eV
electronic energy	-27913.1889	eV

***

(3)
Computed, not measured: a 2-piece molecular cluster, H3PS2 overall in a non-equilibrium geometry, with ωB97M-V/def2-TZVPD.

```
6
Properties=species:S:1:pos:R:3:lowdin_charge:R:1
P -0.340 0.206 0.146 -0.031
S 0.506 -0.283 -1.667 0.136
S -1.238 -1.673 0.598 0.188
H 1.772 1.863 1.488 0.026
H 0.869 0.915 -2.353 -0.135
H -1.569 -1.028 1.787 -0.184
```

Calculated values
largest force on an atom	1.98	eV/Å
Kohn-Sham gap (spin up / spin down)	7.00 / 8.92	eV
energy relative to the best compared isomer or geometry (same formula, charge and spin)	82.6	kcal per mole
HOMO level (spin up / spin down)	-7.43 / -9.72	eV
electronic energy	-31004.4937	eV

***

(4)
Computed, not measured: H40O20Sr as an isolated structure in a non-equilibrium geometry, with ωB97M-V/def2-TZVPD.

```
61
Properties=species:S:1:pos:R:3:lowdin_charge:R:1
Sr 0.193 -0.586 -0.186 1.618
O 1.791 -0.957 -4.704 -0.022
H 1.145 -0.331 -5.031 0.063
H 2.009 -1.497 -5.464 0.080
O -0.240 1.946 4.037 -0.022
H -0.543 1.758 4.925 0.063
H -0.642 2.787 3.819 0.045
O 2.376 -1.164 0.939 -0.127
H 2.808 -0.887 1.747 0.002
H 2.950 -1.842 0.581 0.026
O -3.376 2.568 -0.125 -0.025
H -3.546 1.682 0.193 0.045
H -4.244 2.932 -0.298 0.067
O 3.689 -0.095 3.120 -0.023
H 3.605 0.114 4.050 0.059
H 4.543 0.259 2.870 0.073
O -0.856 3.703 0.662 -0.021
H -0.971 4.002 1.564 0.059
H -1.746 3.560 0.341 0.014
O -0.024 -3.098 0.438 -0.098
H 0.819 -3.548 0.499 0.058
H -0.674 -3.798 0.493 0.057
O 0.091 -1.903 -2.574 -0.089
H 0.873 -1.640 -3.060 -0.014
H -0.382 -2.480 -3.173 0.072
O 0.939 1.760 0.160 -0.160
H 0.357 2.495 0.350 -0.006
H 1.806 2.157 0.073 0.013
O 1.759 0.266 -2.100 -0.110
H 1.493 0.069 -2.998 0.000
H 2.360 1.006 -2.185 0.044
O 0.571 2.582 -3.385 -0.013
H 0.936 3.364 -2.971 0.062
H 0.784 2.679 -4.313 0.070
O -1.136 1.174 -1.630 -0.107
H -2.044 1.425 -1.799 0.023
H -0.620 1.726 -2.218 0.003
O -2.358 -1.272 -0.463 -0.104
H -3.018 -0.895 -1.045 -0.013
H -2.858 -1.809 0.151 0.018
O -2.728 -1.406 3.165 -0.022
H -2.944 -2.103 2.545 -0.028
H -3.442 -0.775 3.076 0.064
O -0.526 -0.168 2.175 -0.149
H -1.401 -0.536 2.296 -0.010
H -0.359 0.323 2.980 0.013
O 3.288 -2.761 -1.197 -0.028
H 3.323 -1.923 -1.657 0.031
H 3.703 -3.382 -1.797 0.064
O -4.057 0.127 -1.891 -0.018
H -3.571 0.239 -2.709 0.069
H -4.898 0.553 -2.052 0.084
O 1.571 -1.623 4.456 -0.023
H 1.627 -1.725 3.506 0.008
H 2.236 -0.967 4.667 0.008
O -3.416 -3.307 1.529 -0.020
H -4.054 -3.568 2.193 0.087
H -3.206 -4.118 1.065 0.082
O 3.252 2.932 -0.859 -0.010
H 2.990 3.530 -1.559 0.056
H 3.991 2.444 -1.223 0.065
```

Calculated values
largest force on an atom	1.15	eV/Å
Kohn-Sham gap	10.29	eV
HOMO level	-15.30	eV
electronic energy	-42428.9483	eV
charge	+2

***

Which value of largest force on an atom does entry 4 give?
1.15 eV/Å